Computed, not measured: a molecular structure, C22H35N2O3RhSSi at a distorted geometry, with wB97M-V/def2-TZVPD.

Total charge: +2
HOMO (spin up / spin down) (eV): -15.24 / -15.22
Frontier orbital gap (spin up / spin down) (eV): 6.9 / 6.8
E_LUMO (spin up / spin down) (eV): -8.33 / -8.40

Each line ends with the Löwdin charge.
Cartesian coordinates (Å):
Rh (0.382037, -0.856337, -1.421046)  0.859
C (-1.714157, -4.250473, -3.130040)  0.002
C (-0.682182, -4.925287, -3.762913)  0.016
C (0.575089, -4.339269, -3.836936)  0.036
C (0.779507, -3.103545, -3.259688)  -0.184
N (-0.228096, -2.471964, -2.624925)  -0.012
C (-1.447305, -3.017373, -2.571524)  -0.065
C (2.068609, -2.383417, -3.272555)  -0.184
C (3.217944, -2.841190, -3.883072)  0.038
C (4.370568, -2.068531, -3.826191)  0.017
C (4.344359, -0.844841, -3.172718)  0.003
C (3.163445, -0.442249, -2.585074)  -0.064
N (2.062997, -1.202529, -2.629703)  -0.015
H (-2.708368, -4.669394, -3.065665)  0.132
H (-0.849080, -5.901931, -4.198619)  0.136
H (1.380993, -4.854847, -4.338256)  0.127
H (-2.219651, -2.445126, -2.076541)  0.131
H (3.230423, -3.789712, -4.399349)  0.127
H (5.280958, -2.422472, -4.292559)  0.136
H (5.220336, -0.214458, -3.115662)  0.132
H (3.082211, 0.507299, -2.073301)  0.124
C (1.507727, -0.437766, 2.745444)  -0.004
C (0.594601, -1.203662, 1.806965)  -0.589
C (1.345835, -2.318037, 1.100802)  -0.041
C (-0.630119, -1.742408, 2.522458)  -0.008
O (0.151718, -0.255245, 0.741492)  -0.285
Si (-0.830225, 1.075956, 0.715944)  -0.060
S (-0.827938, 1.001401, -1.522075)  0.530
O (-2.298426, 0.717040, 1.181802)  -0.132
C (-3.442693, 1.449448, 1.762736)  -0.601
C (-4.538714, 0.415661, 1.924133)  -0.017
C (-3.015258, 2.023972, 3.102939)  -0.013
C (-3.843908, 2.545721, 0.791161)  -0.014
O (-0.230352, 2.434438, 1.248377)  -0.119
C (0.790249, 3.450221, 0.973520)  -0.608
C (1.258692, 3.942312, 2.329630)  -0.011
C (0.111524, 4.557282, 0.188257)  -0.011
C (1.944947, 2.837705, 0.196117)  -0.034
H (1.852052, -1.096621, 3.543259)  0.110
H (0.974826, 0.400257, 3.202030)  0.097
H (2.378761, -0.050635, 2.212981)  0.092
H (1.719876, -3.049825, 1.815143)  0.112
H (2.204829, -1.912630, 0.559954)  0.082
H (0.675366, -2.848544, 0.418567)  0.074
H (-0.323025, -2.476028, 3.268152)  0.110
H (-1.314029, -2.219624, 1.817611)  0.101
H (-1.167501, -0.940825, 3.031292)  0.087
H (-4.189372, -0.411629, 2.543800)  0.091
H (-4.839467, 0.022032, 0.952079)  0.093
H (-5.408454, 0.867420, 2.401874)  0.103
H (-2.700562, 1.225329, 3.778788)  0.094
H (-3.849432, 2.554477, 3.562600)  0.105
H (-2.187626, 2.724145, 2.974809)  0.080
H (-4.138164, 2.121414, -0.171063)  0.096
H (-3.015362, 3.243991, 0.636684)  0.082
H (-4.689339, 3.102858, 1.195093)  0.106
H (0.409689, 4.292564, 2.917837)  0.098
H (1.956705, 4.770275, 2.201493)  0.104
H (1.760426, 3.144337, 2.880642)  0.089
H (-0.744584, 4.941574, 0.744020)  0.097
H (-0.237206, 4.187991, -0.780407)  0.086
H (0.807858, 5.378200, 0.016379)  0.103
H (2.404436, 2.026528, 0.767432)  0.081
H (2.700349, 3.598946, 0.000773)  0.105
H (1.600635, 2.447644, -0.765200)  0.046

Forces on the atoms, in the same order (eV/Å):
-0.045 -0.438 0.179
0.064 -0.083 -0.109
0.000 0.001 0.004
-0.046 -0.138 -0.075
0.072 -0.049 -0.056
0.163 1.013 0.621
-0.112 0.117 0.077
-0.138 -0.098 -0.047
0.157 -0.026 -0.079
-0.008 0.017 0.009
0.014 -0.110 -0.098
-0.052 0.096 0.039
-0.729 0.646 0.752
0.009 0.036 -0.001
-0.006 0.034 -0.008
0.002 0.019 0.012
0.055 0.046 0.081
-0.022 0.005 0.013
-0.024 0.016 0.001
-0.032 0.010 -0.009
-0.057 -0.020 0.077
-0.071 0.210 -0.086
0.113 -0.198 0.426
-0.063 0.188 -0.202
-0.135 0.178 -0.114
0.520 -0.752 -0.785
-0.333 0.454 -1.043
0.505 -0.800 -0.160
-0.084 -0.104 0.319
-0.019 0.116 0.065
0.065 -0.085 -0.056
0.148 -0.071 -0.037
0.128 -0.047 -0.067
0.112 0.011 0.188
0.115 0.104 0.077
-0.066 -0.026 0.074
-0.129 -0.097 -0.051
-0.100 -0.187 -0.038
-0.016 0.010 -0.029
0.046 -0.043 0.014
-0.014 -0.022 0.037
-0.024 0.053 0.061
0.053 -0.054 -0.032
0.013 -0.101 -0.051
0.015 0.012 -0.033
0.011 -0.010 0.045
0.004 -0.057 0.005
-0.047 0.034 0.022
-0.016 0.010 0.031
0.022 -0.019 -0.022
-0.040 0.039 0.000
0.022 -0.028 -0.007
-0.053 0.006 0.033
-0.001 0.022 0.034
-0.075 0.008 0.024
0.020 0.009 -0.038
0.042 0.018 -0.017
-0.004 -0.033 0.024
-0.011 0.037 -0.012
0.034 0.019 -0.014
0.029 0.043 0.027
-0.013 -0.026 -0.013
0.021 0.052 -0.001
-0.003 -0.024 0.037
0.015 0.059 -0.017


Computed, not measured: a molecular structure, C3H6N2O3 at a distorted geometry, with wB97M-V/def2-TZVPD.

Total charge: 0
HOMO (eV): -9.66
ΔE to the lowest compared entry with this formula, charge and spin (eV): 4.882
Frontier orbital gap (eV): 9.9
E_LUMO (eV): 0.29

Each line ends with the Löwdin charge.
Cartesian coordinates (Å):
C (1.316024, -0.647095, 0.526962)  -0.143
C (0.711651, 0.634264, -0.164081)  -0.357
C (-1.984468, -0.576022, -0.306068)  -0.300
H (2.267121, 0.178947, -0.894662)  -0.021
H (0.520878, -1.525411, 0.498968)  0.131
H (1.576842, -0.643948, 1.748130)  0.163
H (-0.524899, 1.785547, -0.919979)  0.225
H (-1.795257, 0.704153, 1.449874)  0.175
H (-2.449193, -1.301111, 0.360795)  0.133
N (-0.482969, 1.296472, 0.122968)  0.034
N (-1.601557, 0.533908, 0.418650)  -0.017
O (2.583778, -0.587388, -0.227485)  -0.153
O (1.316545, 0.928197, -1.216564)  0.095
O (-1.454496, -0.780516, -1.397504)  0.035

Forces on the atoms, in the same order (eV/Å):
1.688 0.701 1.673
-0.517 -1.723 -0.733
3.412 0.137 -0.757
1.818 -1.862 0.457
1.888 1.399 -0.880
-0.816 0.681 -3.195
-0.872 -0.854 3.410
-0.386 -0.949 -2.095
-1.091 -0.194 -0.472
1.069 1.555 -5.234
-0.279 0.810 3.271
-1.708 -1.985 1.772
-2.516 2.262 1.381
-1.690 0.023 1.403


Computed, not measured: C4H10 in the gas phase at a distorted geometry, with wB97M-V/def2-TZVPD.

Total charge: 0
SMILES string: CCCC
HOMO (eV): -10.94
ΔE to the lowest compared entry with this formula, charge and spin (eV): 1.181
Frontier orbital gap (eV): 12.2
E_LUMO (eV): 1.25

Each line ends with the Löwdin charge.
Cartesian coordinates (Å):
C (1.395064, -1.149758, 0.933701)  -0.092
C (0.659865, 0.134500, 0.245379)  -0.275
C (-0.653753, -0.132489, -0.442366)  -0.352
C (-1.348969, 1.165062, -0.808592)  -0.159
H (1.527998, -1.986621, 0.219365)  0.062
H (0.717557, -1.479019, 1.674958)  0.028
H (2.401764, -0.990509, 1.459128)  0.082
H (0.564640, 0.935292, 0.947105)  0.082
H (1.349799, 0.569215, -0.538567)  0.110
H (-0.577467, -0.922407, -1.204927)  0.109
H (-1.271417, -0.629130, 0.336304)  0.106
H (-0.746226, 2.025701, -1.353673)  0.097
H (-2.095022, 0.949518, -1.682279)  0.081
H (-1.923833, 1.510645, 0.214464)  0.122

Forces on the atoms, in the same order (eV/Å):
0.428 1.354 -1.051
3.171 -1.141 -1.087
-0.137 -0.992 1.390
-2.086 1.383 -1.043
-0.083 0.579 0.197
-0.698 -0.605 0.984
-1.454 0.284 -0.981
-0.234 0.365 0.783
-0.430 -0.471 0.727
0.187 0.668 -0.246
-0.085 0.215 -0.441
-0.623 -1.724 1.784
0.672 0.333 1.964
1.372 -0.248 -2.980


Computed, not measured: 2 unconnected molecules or ions with the total composition C2H4BrN at a distorted geometry, with wB97M-V/def2-TZVPD.

Total charge: 0
HOMO (spin up / spin down) (eV): -8.86 / -9.18
ΔE to the lowest compared entry with this formula, charge and spin (eV): 3.691
Frontier orbital gap (spin up / spin down) (eV): 8.5 / 8.4
E_LUMO (spin up / spin down) (eV): -0.36 / -0.74

Each line ends with the Löwdin charge.
Cartesian coordinates (Å):
C (0.459649, -0.294418, -0.870999)  -0.741
C (-0.597353, 0.525111, 1.250339)  0.057
N (-0.287119, -0.739798, -1.739030)  0.009
Br (2.332833, -0.193601, -0.850850)  0.632
H (-1.258918, 1.396700, 1.373974)  0.008
H (0.326396, 0.728274, 1.749718)  -0.029
H (-1.040156, -0.353856, 1.728115)  0.001
H (0.064667, -1.068412, -2.641266)  0.062

Forces on the atoms, in the same order (eV/Å):
-2.289 0.298 0.954
0.434 -0.592 0.087
0.157 0.436 0.473
0.531 0.163 0.210
0.177 -0.323 -1.141
0.791 0.106 -0.138
0.014 -0.110 -0.787
0.185 0.024 0.343


Computed, not measured: 2 unconnected molecules or ions with the total composition C4H14N3O at a distorted geometry, with wB97M-V/def2-TZVPD.

Total charge: +1
HOMO (eV): -12.46
ΔE to the lowest compared entry with this formula, charge and spin (eV): 2.313
Frontier orbital gap (eV): 9.8
E_LUMO (eV): -2.71

Each line ends with the Löwdin charge.
Cartesian coordinates (Å):
C (1.265907, -0.638367, 1.219452)  -0.096
C (0.113902, -0.021563, 1.993557)  -0.184
C (-1.163522, 0.544787, 1.278224)  -0.201
N (-1.448389, 2.985969, -0.767532)  0.076
C (-1.031394, 1.707102, -1.061866)  -0.228
N (-0.878882, 0.704932, -0.182532)  -0.069
N (0.736734, -1.668271, 0.128111)  0.179
H (1.877955, -1.128366, 1.930392)  0.115
H (1.681804, 0.065443, 0.596095)  0.093
H (-0.314436, -0.853374, 2.594015)  0.112
H (0.546733, 0.620061, 2.782768)  0.125
H (-2.104845, -0.178371, 1.307461)  0.152
H (-1.379640, 1.530155, 1.780862)  0.105
H (-1.142333, 3.843286, -1.317876)  0.137
H (-1.493036, 3.261571, 0.221326)  0.095
H (-0.652497, 1.436645, -2.075734)  0.129
H (0.083696, -1.039443, -0.437963)  0.132
H (0.169058, -2.406558, 0.544023)  0.162
H (1.446201, -1.991553, -0.457297)  0.054
H (1.375486, -3.436549, -2.508892)  0.048
H (2.446682, -2.393910, -2.739733)  0.111
O (1.685446, -2.629900, -2.130248)  -0.048

Forces on the atoms, in the same order (eV/Å):
-2.992 -1.392 -0.760
-1.488 -1.622 1.090
-0.602 1.145 -1.366
0.715 1.433 -0.338
1.183 -1.703 3.126
-0.054 0.872 -2.107
-2.246 2.904 2.711
1.045 -0.481 0.166
1.646 1.600 -1.016
0.378 0.289 -0.005
-0.244 0.160 -0.720
2.083 1.559 0.372
-0.308 -1.026 -0.349
-0.594 -2.128 0.485
-0.135 -0.626 -0.641
-0.738 0.723 0.720
0.323 -0.334 0.441
0.314 -0.096 -0.115
1.497 -1.135 -1.321
-0.541 -1.056 -0.331
-1.260 -0.247 1.133
2.018 1.162 -1.175


Computed, not measured: a molecular structure, C5H15N3 at a distorted geometry, with wB97M-V/def2-TZVPD.

Total charge: +2
HOMO (eV): -19.07
ΔE to the lowest compared entry with this formula, charge and spin (eV): 5.545
Frontier orbital gap (eV): 10.8
E_LUMO (eV): -8.26

Each line ends with the Löwdin charge.
Cartesian coordinates (Å):
C (-2.679404, 0.274726, 0.059065)  -0.010
C (2.615886, 0.475477, -0.759776)  -0.044
C (-1.625402, -1.888523, -0.195147)  0.013
C (2.057518, 0.686476, 0.645622)  -0.247
C (0.952772, -0.183133, 0.964844)  0.086
N (-2.839102, 1.572291, 0.251321)  0.230
N (-1.585511, -0.475231, -0.201506)  -0.116
N (-0.322765, 0.075277, -0.410383)  0.110
H (-3.668019, -0.154835, 0.152465)  0.184
H (1.979015, 0.166979, -1.547176)  0.043
H (3.288213, 1.284238, -1.034642)  0.104
H (3.238411, -0.496705, -0.792030)  0.138
H (-2.554856, -2.120769, -0.616698)  0.100
H (-1.726049, -2.406167, 0.678323)  0.089
H (-0.870976, -2.416253, -0.829812)  0.151
H (1.663842, 1.617825, 0.942602)  0.111
H (2.772857, 0.561773, 1.411240)  0.145
H (1.252505, -1.125954, 0.650823)  0.104
H (0.290937, 0.090490, 1.769793)  0.134
H (-3.733298, 1.992144, 0.455278)  0.158
H (-2.084934, 2.212965, 0.496177)  0.148
H (-0.217618, 1.065581, -0.747506)  0.194
H (0.222625, -0.263309, -1.254314)  0.173

Forces on the atoms, in the same order (eV/Å):
-0.337 0.880 0.196
2.523 -1.777 1.060
0.163 -1.661 -2.825
-1.053 0.707 -1.017
-1.504 0.692 -1.554
2.200 -0.097 0.271
-0.760 2.718 0.202
3.641 1.493 -0.364
0.340 -1.342 -0.338
-1.287 0.671 -0.930
-0.214 -0.040 -0.303
-0.397 1.518 0.581
-1.420 -0.569 -1.220
0.594 -0.581 3.165
-0.389 1.003 0.410
0.119 2.142 -0.581
1.274 -0.660 0.930
-0.536 -2.482 0.365
0.125 -0.671 0.492
-0.513 -0.439 -0.125
0.028 -0.180 -0.459
-1.265 -0.288 1.130
-1.332 -1.036 0.915


- Look up the total charge of the fourth one.
  0


Copy entry 3 word for word.
Computed, not measured: C4H10 in the gas phase at a distorted geometry, with wB97M-V/def2-TZVPD.

Total charge: 0
SMILES string: CCCC
HOMO (eV): -10.94
ΔE to the lowest compared entry with this formula, charge and spin (eV): 1.181
Frontier orbital gap (eV): 12.2
E_LUMO (eV): 1.25

Each line ends with the Löwdin charge.
Cartesian coordinates (Å):
C (1.395064, -1.149758, 0.933701)  -0.092
C (0.659865, 0.134500, 0.245379)  -0.275
C (-0.653753, -0.132489, -0.442366)  -0.352
C (-1.348969, 1.165062, -0.808592)  -0.159
H (1.527998, -1.986621, 0.219365)  0.062
H (0.717557, -1.479019, 1.674958)  0.028
H (2.401764, -0.990509, 1.459128)  0.082
H (0.564640, 0.935292, 0.947105)  0.082
H (1.349799, 0.569215, -0.538567)  0.110
H (-0.577467, -0.922407, -1.204927)  0.109
H (-1.271417, -0.629130, 0.336304)  0.106
H (-0.746226, 2.025701, -1.353673)  0.097
H (-2.095022, 0.949518, -1.682279)  0.081
H (-1.923833, 1.510645, 0.214464)  0.122

Forces on the atoms, in the same order (eV/Å):
0.428 1.354 -1.051
3.171 -1.141 -1.087
-0.137 -0.992 1.390
-2.086 1.383 -1.043
-0.083 0.579 0.197
-0.698 -0.605 0.984
-1.454 0.284 -0.981
-0.234 0.365 0.783
-0.430 -0.471 0.727
0.187 0.668 -0.246
-0.085 0.215 -0.441
-0.623 -1.724 1.784
0.672 0.333 1.964
1.372 -0.248 -2.980